1.
{"formula": "C10H13N2O6Tl", "method": "ωB97M-V/def2-TZVPD", "species": ["O", "C", "Tl", "O", "C", "C", "O", "C", "O", "C", "O", "H", "C", "N", "C", "C", "O", "N", "C", "C", "H", "H", "H", "H", "H", "H", "H", "H", "H", "H", "H", "H"], "positions_angstrom": [[1.151, 1.020, -6.710], [0.614, 0.750, -5.729], [-0.138, -0.504, -1.892], [-2.202, 1.498, -4.292], [-1.806, 0.935, -3.395], [-2.495, -1.042, -0.143], [-3.363, -1.134, 0.614], [0.793, -2.632, -0.313], [1.585, -3.344, 0.076], [-1.665, -2.915, -3.023], [-1.859, -3.747, -3.780], [1.017, -1.066, -3.147], [-1.814, 1.833, 1.089], [-0.728, 0.994, 1.601], [-0.895, 0.512, 2.960], [0.373, 0.837, 0.816], [0.346, 1.296, -0.380], [1.491, 0.170, 1.212], [1.812, -0.233, 2.571], [2.574, 0.106, 0.228], [-1.802, 2.781, 1.649], [-2.796, 1.369, 1.268], [-1.643, 2.028, 0.020], [-0.909, -0.579, 3.047], [-0.198, 0.973, 3.661], [-1.878, 0.828, 3.303], [1.230, -1.087, 2.943], [2.844, -0.581, 2.568], [1.803, 0.635, 3.236], [2.337, -0.541, -0.634], [2.748, 1.130, -0.137], [3.472, -0.292, 0.712]], "lowdin_charge": [0.071, 0.027, 0.876, 0.162, 0.008, 0.068, 0.134, 0.007, 0.161, 0.011, 0.124, 0.083, -0.025, -0.104, -0.029, -0.487, -0.115, -0.108, -0.025, -0.026, 0.123, 0.090, 0.087, 0.103, 0.101, 0.106, 0.102, 0.099, 0.110, 0.034, 0.119, 0.113], "homo_lumo_gap_ev": 5.826, "relative_energy_kcal_mol": 0.00, "homo_energy_ev": -16.04, "charge": 2}

***

2.
{"formula": "C10H13N3", "method": "ωB97M-V/def2-TZVPD", "species": ["C", "C", "C", "N", "C", "C", "C", "C", "C", "N", "C", "C", "N", "H", "H", "H", "H", "H", "H", "H", "H", "H", "H", "H", "H", "H"], "positions_angstrom": [[3.487, -1.096, -0.108], [2.032, -1.145, -0.463], [1.230, -0.113, -0.109], [-0.100, 0.095, -0.470], [-0.749, 1.459, -0.543], [-2.219, 0.888, 0.255], [-2.460, -0.135, -0.884], [-1.193, -0.927, -0.473], [-1.583, -1.383, 1.006], [-2.032, 0.031, 1.394], [1.948, 1.073, 0.106], [3.230, 1.040, 0.491], [4.047, -0.012, 0.353], [4.057, -2.034, -0.141], [1.597, -2.137, -0.929], [-0.122, 2.363, 0.149], [-1.014, 1.926, -1.620], [-2.990, 1.498, 0.396], [-2.272, 0.223, -1.922], [-3.504, -0.814, -1.165], [-1.007, -1.646, -1.467], [-0.856, -1.833, 1.795], [-2.570, -2.018, 1.032], [-1.648, 0.397, 2.376], [1.179, 1.985, 0.277], [3.512, 2.315, 0.662]], "lowdin_charge": [-0.140, -0.010, -0.280, -0.081, -0.049, -0.264, -0.158, -0.291, -0.115, -0.074, -0.092, -0.202, 0.027, 0.100, 0.133, 0.140, 0.137, 0.073, 0.093, 0.184, 0.182, 0.127, 0.120, 0.171, 0.092, 0.175], "homo_lumo_gap_ev": 8.841, "relative_energy_kcal_mol": 156.71, "homo_energy_ev": -8.13, "smiles": "c1cc(N2C[C@H]3C[C@@H]2CN3)ccn1"}

***

3.
{"formula": "C10H13N3O", "method": "ωB97M-V/def2-TZVPD", "species": ["C", "C", "N", "N", "N", "C", "C", "C", "C", "C", "C", "C", "C", "O", "H", "H", "H", "H", "H", "H", "H", "H", "H", "H", "H", "H", "H"], "positions_angstrom": [[1.965, -2.862, 1.166], [1.955, -1.513, 0.540], [2.094, -0.454, 1.607], [1.177, 0.364, 1.489], [0.429, 0.240, 0.453], [-0.545, 1.234, 0.148], [-1.108, 1.279, -1.130], [-2.060, 2.133, -1.552], [-2.397, 3.139, -0.621], [-1.764, 3.215, 0.596], [-0.867, 2.213, 1.093], [0.768, -1.004, -0.384], [-0.404, -1.970, -0.479], [1.214, -0.691, -1.660], [0.932, -3.023, 1.394], [2.568, -2.934, 2.066], [2.277, -3.751, 0.486], [2.879, -1.387, 0.003], [-0.805, 0.468, -1.898], [-2.556, 2.091, -2.494], [-3.236, 3.805, -0.837], [-1.999, 3.991, 1.344], [-0.348, 2.179, 2.016], [-1.234, -1.813, -1.268], [-0.945, -2.081, 0.410], [0.075, -2.829, -0.938], [1.936, -0.035, -1.549]], "lowdin_charge": [-0.067, -0.298, 0.052, 0.002, -0.030, -0.188, -0.061, -0.086, -0.107, -0.087, 0.000, -0.451, -0.006, 0.014, 0.054, 0.077, 0.118, 0.126, 0.132, 0.100, 0.102, 0.106, 0.085, 0.117, 0.072, 0.090, 0.133], "homo_lumo_gap_ev": 9.016, "relative_energy_kcal_mol": 12.39, "homo_energy_ev": -8.25, "smiles": "C[C@@H]1N=NN(c2ccccc2)[C@@]1(C)O"}

***

4.
{"formula": "C10H13N4O", "method": "ωB97M-V/def2-TZVPD", "species": ["C", "C", "C", "C", "C", "C", "C", "C", "C", "C", "N", "N", "N", "N", "O", "H", "H", "H", "H", "H", "H", "H", "H", "H", "H", "H", "H", "H"], "positions_angstrom": [[-0.702, 0.392, 3.324], [-0.792, 1.156, 2.215], [-1.091, -0.977, 1.710], [1.512, 2.582, -0.988], [2.322, 1.472, -0.745], [0.341, 2.507, -1.693], [1.942, 0.270, -1.212], [-1.182, -2.195, 0.897], [-0.178, 1.307, -2.082], [0.639, 0.195, -1.830], [-0.914, -0.897, 3.058], [-1.021, 0.301, 1.193], [-1.246, -3.357, 1.564], [0.123, -1.106, -2.314], [-1.283, -2.284, -0.351], [-0.514, 0.538, 4.343], [-0.720, 2.209, 2.281], [1.997, 3.545, -0.580], [3.253, 1.600, -0.330], [-0.379, 3.247, -1.977], [2.627, -0.594, -1.000], [-0.861, 0.643, 0.249], [-1.132, 1.434, -2.606], [-1.153, -3.383, 2.594], [-1.537, -4.235, 1.198], [-0.451, -0.905, -3.114], [-0.501, -1.738, -1.612], [0.900, -1.728, -2.192]], "lowdin_charge": [-0.140, -0.072, -0.221, -0.048, -0.079, -0.086, -0.009, -0.410, -0.051, -0.213, 0.124, 0.128, 0.198, 0.203, -0.021, 0.101, 0.117, 0.152, 0.096, 0.116, 0.146, 0.130, 0.139, 0.133, 0.119, 0.160, 0.140, 0.149], "homo_lumo_gap_ev": 9.294, "relative_energy_kcal_mol": 0.00, "homo_energy_ev": -12.23, "charge": 1}